[1]
{
  "formula": "C32H41BF5I2N3O19S3",
  "method": "wB97M-V/def2-TZVPD",
  "gap_ev": 7.563,
  "charge": 0,
  "spin_multiplicity": 1,
  "smiles": "CCB(O)[C@@]1([C@H](I)[C@@H](C)I)NC(=O)[C@H](CCCSC(=S)n2ccnc2)[C@]1(S)COO.O=C1OC[C@@H](F)O1.O=C1OC[C@@H](F)O1.O=C1OC[C@@H](F)O1.O=C1OC[C@@H](F)O1.O=C1OC[C@@H](F)O1",
  "e_tot_ha": -5151.4656,
  "lumo_ev": -1.14,
  "symbols": ["C", "C", "B", "O", "C", "C", "I", "C", "C", "I", "N", "C", "O", "C", "C", "C", "C", "S", "C", "S", "N", "C", "C", "N", "C", "C", "S", "C", "O", "O", "H", "H", "H", "H", "H", "H", "H", "H", "H", "H", "H", "H", "H", "H", "H", "H", "H", "H", "H", "H", "H", "H", "H", "H", "H", "H", "O", "C", "O", "C", "C", "F", "O", "H", "H", "H", "O", "C", "O", "C", "C", "F", "O", "H", "H", "H", "O", "C", "O", "C", "C", "F", "O", "H", "H", "H", "O", "C", "O", "C", "C", "F", "O", "H", "H", "H", "O", "C", "O", "C", "C", "F", "O", "H", "H", "H"],
  "xyz": [[0.436, -3.924, -0.762], [0.060, -2.463, -0.040], [0.764, -1.271, -0.970], [1.881, -1.753, -1.857], [0.327, 0.331, -0.919], [0.210, 1.130, -2.384], [-0.744, -0.104, -3.944], [1.605, 1.851, -2.848], [2.676, 0.885, -3.623], [1.139, 3.609, -4.142], [-1.171, 0.211, -0.569], [-1.461, 0.422, 0.913], [-2.684, 0.443, 1.452], [0.020, 0.577, 1.675], [0.006, 1.362, 3.114], [0.683, 0.526, 4.362], [2.268, 0.093, 4.078], [3.346, 1.625, 4.100], [5.108, 1.236, 3.506], [6.390, 2.229, 4.089], [5.355, 0.091, 2.512], [6.069, 0.457, 1.194], [6.095, -0.983, 0.399], [5.453, -1.990, 1.340], [4.982, -1.390, 2.656], [0.831, 1.226, 0.393], [2.659, 0.836, 0.509], [0.649, 2.854, 0.359], [1.726, 3.591, 1.100], [2.510, 4.138, 0.202], [0.308, -3.852, -1.946], [-0.317, -4.735, -0.374], [1.567, -4.227, -0.532], [-1.110, -2.417, -0.032], [0.546, -2.504, 1.038], [2.600, -2.052, -1.198], [-0.564, 2.013, -2.169], [2.194, 2.326, -1.925], [3.301, 0.174, -2.895], [3.496, 1.613, -4.095], [2.243, 0.273, -4.521], [-1.695, -0.548, -1.057], [0.329, -0.522, 1.948], [-1.136, 1.545, 3.405], [0.506, 2.422, 3.110], [0.047, -0.423, 4.675], [0.734, 1.272, 5.285], [2.565, -0.654, 4.938], [2.285, -0.518, 3.079], [6.450, 1.507, 0.833], [6.535, -1.151, -0.697], [4.467, -1.887, 3.586], [2.902, -0.461, 0.988], [-0.349, 3.118, 0.940], [0.603, 3.332, -0.708], [3.449, 3.787, 0.272], [5.535, -0.570, -2.763], [5.627, -1.205, -3.800], [4.820, -2.260, -4.127], [5.162, -2.629, -5.449], [6.553, -2.109, -5.580], [6.809, -1.734, -6.853], [6.552, -0.956, -4.769], [4.465, -2.156, -6.149], [5.109, -3.713, -5.579], [7.326, -2.803, -5.232], [1.779, -3.286, 3.322], [2.080, -4.461, 3.192], [2.999, -5.107, 3.972], [2.959, -6.468, 3.592], [2.411, -6.401, 2.208], [1.675, -7.500, 1.926], [1.548, -5.287, 2.249], [2.308, -7.018, 4.280], [3.957, -6.913, 3.623], [3.169, -6.251, 1.431], [-5.452, 2.103, -4.082], [-4.945, 2.404, -3.014], [-4.969, 1.607, -1.903], [-4.168, 2.252, -0.932], [-4.202, 3.674, -1.378], [-3.046, 4.303, -1.068], [-4.293, 3.577, -2.781], [-3.160, 1.825, -0.953], [-4.585, 2.120, 0.070], [-5.053, 4.245, -0.992], [-6.100, 4.363, 0.877], [-5.536, 4.022, 1.904], [-5.688, 4.652, 3.108], [-4.980, 3.878, 4.056], [-3.990, 3.155, 3.208], [-3.709, 1.939, 3.726], [-4.673, 2.971, 1.988], [-5.675, 3.203, 4.565], [-4.500, 4.516, 4.803], [-3.062, 3.709, 3.030], [-10.475, -2.034, -2.939], [-9.839, -1.049, -2.601], [-8.965, -0.383, -3.417], [-8.543, 0.760, -2.701], [-8.780, 0.361, -1.285], [-9.104, 1.434, -0.529], [-9.906, -0.482, -1.364], [-9.148, 1.622, -3.005], [-7.492, 0.982, -2.901], [-7.946, -0.180, -0.826]],
  "mulliken_charge": [-0.839, 0.525, -0.146, -0.424, -0.161, -0.730, -0.007, -0.144, -0.455, 0.018, 0.333, -0.182, -0.706, 1.283, -0.142, -1.102, 0.279, -0.030, -0.169, -0.091, 0.290, -0.288, -0.128, -0.528, -0.096, 0.818, 0.340, -0.807, -0.080, -0.444, 0.252, 0.326, 0.071, 0.243, -0.372, 0.215, 0.519, 0.237, -0.171, 0.440, 0.234, 0.436, -0.848, -0.199, 0.328, 0.301, 0.384, 0.439, -0.375, 0.355, 0.265, 0.329, -0.187, -0.122, 0.482, 0.333, -0.553, 0.707, -0.219, -0.443, 0.304, -0.300, -0.298, 0.292, 0.251, 0.298, -0.518, 0.627, -0.319, -0.504, 0.309, -0.301, -0.224, 0.307, 0.277, 0.316, -0.581, 0.592, -0.407, 0.740, 0.410, -0.291, -0.344, -0.527, 0.171, 0.326, -0.555, 0.490, -0.325, -0.490, 0.381, -0.302, -0.232, 0.267, 0.302, 0.280, -0.541, 0.611, -0.307, -0.196, 0.406, -0.293, -0.332, 0.275, 0.046, 0.317]
}

=====

[2]
{
  "formula": "C35H46BeCl3GeN2O2Se",
  "method": "wB97M-V/def2-TZVPD",
  "gap_ev": [7.881, 4.265],
  "charge": 0,
  "s_squared": 0.7555,
  "spin_multiplicity": 2,
  "e_above_lowest_kcal_mol": 20.74,
  "e_tot_ha": -7495.2299,
  "lumo_ev": [0.25, -3.35],
  "symbols": ["Be", "C", "C", "C", "C", "C", "C", "C", "Se", "C", "C", "C", "C", "C", "C", "O", "C", "C", "C", "C", "C", "C", "C", "C", "C", "O", "C", "C", "C", "C", "C", "C", "H", "H", "H", "H", "H", "H", "H", "H", "H", "H", "H", "H", "H", "H", "H", "H", "H", "H", "H", "H", "H", "H", "H", "H", "H", "H", "H", "H", "H", "H", "H", "H", "H", "H", "H", "H", "H", "H", "H", "H", "N", "C", "N", "C", "C", "C", "C", "C", "C", "H", "H", "H", "H", "H", "H", "Cl", "Ge", "Cl", "Cl"],
  "xyz": [[-0.694, -1.466, 1.074], [-0.999, 5.072, -0.764], [-2.280, 4.315, -1.132], [-2.327, 4.166, -2.660], [-3.483, 5.139, -0.655], [-2.323, 2.937, -0.495], [-1.345, 2.495, 0.381], [-1.384, 1.200, 0.848], [0.016, 0.632, 2.022], [1.406, 0.516, 0.696], [2.192, 1.599, 0.369], [3.199, 1.443, -0.574], [3.510, 0.135, -0.945], [2.765, -0.979, -0.587], [1.543, -0.747, 0.088], [0.567, -1.607, 0.210], [3.321, -2.370, -0.883], [4.768, -2.429, -0.364], [2.555, -3.482, -0.161], [3.307, -2.641, -2.390], [3.964, 2.609, -1.169], [5.425, 2.571, -0.710], [3.355, 3.952, -0.763], [3.904, 2.505, -2.700], [-2.364, 0.255, 0.486], [-2.159, -1.003, 0.836], [-3.468, 0.760, -0.248], [-3.377, 2.058, -0.737], [-4.763, 0.004, -0.539], [-5.946, 0.867, -0.058], [-4.863, -1.334, 0.185], [-4.889, -0.255, -2.047], [-0.993, 6.040, -1.264], [-0.115, 4.521, -1.084], [-0.944, 5.247, 0.309], [-2.255, 5.143, -3.133], [-3.254, 3.701, -2.983], [-1.495, 3.556, -3.006], [-3.456, 6.125, -1.114], [-3.453, 5.256, 0.427], [-4.421, 4.660, -0.921], [-0.527, 3.123, 0.693], [1.990, 2.547, 0.843], [4.393, -0.021, -1.544], [4.807, -2.109, 0.674], [5.435, -1.797, -0.941], [5.141, -3.449, -0.422], [2.554, -3.302, 0.913], [3.043, -4.438, -0.348], [1.527, -3.543, -0.502], [3.875, -1.884, -2.925], [2.288, -2.633, -2.767], [3.749, -3.614, -2.594], [5.485, 2.685, 0.369], [5.988, 3.378, -1.173], [5.896, 1.631, -0.980], [3.438, 4.117, 0.309], [2.305, 3.999, -1.045], [3.877, 4.762, -1.266], [4.413, 1.615, -3.058], [4.382, 3.372, -3.151], [2.871, 2.463, -3.035], [-4.191, 2.405, -1.353], [-5.802, 1.170, 0.977], [-6.870, 0.297, -0.119], [-6.068, 1.763, -0.661], [-4.886, -1.174, 1.263], [-4.027, -1.981, -0.066], [-5.783, -1.842, -0.096], [-4.817, 0.666, -2.620], [-5.850, -0.715, -2.264], [-4.104, -0.929, -2.384], [-0.351, -5.138, 1.461], [-1.032, -4.028, 1.153], [-0.656, -2.996, 1.870], [0.345, -3.444, 2.700], [1.113, -2.769, 3.639], [2.080, -3.499, 4.297], [2.296, -4.852, 4.024], [1.540, -5.535, 3.092], [0.551, -4.812, 2.444], [-0.508, -6.057, 1.083], [-1.800, -3.977, 0.408], [0.955, -1.718, 3.828], [2.689, -3.015, 5.043], [3.078, -5.372, 4.556], [1.711, -6.577, 2.871], [-2.334, -4.186, 4.400], [-3.429, -2.827, 2.925], [-4.187, -4.468, 1.555], [-5.338, -2.456, 4.079]],
  "mulliken_spin": [0.018, 0.000, -0.002, 0.002, 0.001, 0.010, -0.001, 0.002, -0.003, 0.004, -0.003, 0.001, -0.001, 0.002, -0.001, -0.017, 0.000, 0.000, 0.000, 0.000, 0.000, 0.000, 0.000, 0.000, 0.031, 0.025, 0.016, -0.006, -0.016, 0.000, 0.041, 0.001, 0.000, 0.000, 0.000, 0.000, 0.000, -0.001, 0.000, 0.000, 0.000, 0.000, 0.000, 0.000, 0.000, 0.000, 0.000, 0.000, 0.000, 0.000, 0.000, 0.000, 0.000, 0.000, 0.000, 0.000, 0.000, 0.000, 0.000, 0.000, 0.000, 0.000, -0.001, 0.000, 0.000, -0.001, -0.007, -0.007, 0.000, 0.000, 0.000, 0.000, 0.000, 0.010, 0.034, 0.020, -0.001, -0.002, 0.002, -0.001, 0.000, 0.000, -0.003, 0.000, 0.000, 0.000, 0.000, 0.136, 0.447, 0.110, 0.157]
}

=====

[3]
{
  "formula": "C29H26F9MnN7O",
  "method": "wB97M-V/def2-TZVPD",
  "gap_ev": [7.209, 7.475],
  "charge": 0,
  "s_squared": 8.7556,
  "spin_multiplicity": 6,
  "e_above_lowest_kcal_mol": 2.65,
  "e_tot_ha": -3629.0286,
  "lumo_ev": [-0.18, -0.18],
  "symbols": ["Mn", "C", "C", "N", "C", "C", "C", "C", "N", "C", "C", "F", "C", "F", "C", "C", "F", "C", "F", "H", "H", "H", "H", "H", "H", "H", "H", "H", "H", "H", "H", "H", "H", "H", "F", "C", "C", "F", "C", "F", "C", "O", "C", "F", "C", "F", "C", "C", "N", "C", "C", "N", "C", "N", "N", "N", "C", "C", "C", "C", "C", "C", "H", "H", "H", "H", "H", "H", "H", "H", "H", "H", "H"],
  "xyz": [[-0.281, -0.260, 0.538], [2.406, 2.067, 0.219], [2.860, 0.647, -0.077], [1.783, -0.273, -0.495], [2.286, -1.663, -0.535], [2.906, -2.147, 0.769], [1.316, 0.106, -1.854], [0.149, -0.732, -2.365], [-0.892, -0.767, -1.353], [-2.142, -1.171, -1.663], [-3.154, -1.030, -0.685], [-2.806, -0.483, 0.513], [-4.454, -1.424, -0.876], [-5.338, -1.248, 0.120], [-4.870, -2.002, -2.062], [-3.903, -2.171, -3.032], [-4.235, -2.748, -4.198], [-2.589, -1.786, -2.850], [-1.715, -2.057, -3.849], [3.284, 2.684, 0.414], [1.769, 2.089, 1.101], [1.865, 2.530, -0.606], [3.303, 0.242, 0.832], [3.644, 0.644, -0.848], [3.008, -1.764, -1.358], [1.437, -2.301, -0.783], [3.930, -1.801, 0.901], [2.932, -3.239, 0.772], [2.314, -1.826, 1.625], [2.156, 0.043, -2.558], [0.986, 1.143, -1.813], [0.494, -1.734, -2.647], [-0.188, -0.260, -3.292], [-5.893, -2.306, -2.221], [-1.465, 6.604, 1.914], [-1.207, 5.290, 1.883], [-0.625, 4.664, 2.971], [-0.317, 5.380, 4.058], [-0.356, 3.310, 2.937], [0.224, 2.734, 4.003], [-0.660, 2.510, 1.824], [-0.389, 1.238, 1.795], [-1.240, 3.186, 0.740], [-1.514, 2.474, -0.371], [-1.512, 4.539, 0.761], [-2.063, 5.132, -0.304], [-1.131, -3.770, 0.494], [-0.657, -3.171, 1.772], [-0.322, -1.907, 1.936], [-0.032, -1.731, 3.276], [-0.175, -2.913, 3.920], [-0.567, -3.823, 2.955], [-0.776, -5.236, 3.198], [0.439, -5.878, 3.613], [0.623, -6.181, 4.926], [1.802, -6.625, 5.098], [2.459, -6.614, 3.885], [3.762, -6.991, 3.551], [4.139, -6.845, 2.236], [3.251, -6.339, 1.267], [1.963, -5.966, 1.580], [1.585, -6.120, 2.915], [-0.881, -3.093, -0.321], [-2.217, -3.884, 0.501], [-0.689, -4.746, 0.298], [0.248, -0.764, 3.660], [-0.025, -3.206, 4.945], [-1.158, -5.692, 2.288], [-1.493, -5.380, 4.004], [4.435, -7.376, 4.304], [5.138, -7.122, 1.929], [3.595, -6.243, 0.245], [1.292, -5.577, 0.827]],
  "mulliken_spin": [4.740, 0.037, 0.021, -0.069, 0.046, 0.033, 0.056, 0.014, -0.023, -0.001, 0.030, 0.021, 0.007, 0.000, 0.017, -0.005, 0.000, 0.005, 0.000, 0.000, -0.003, -0.001, -0.002, -0.007, 0.008, -0.023, 0.003, 0.000, -0.005, 0.005, -0.028, -0.006, 0.004, 0.002, 0.000, 0.009, -0.001, 0.000, 0.011, 0.000, -0.003, 0.029, 0.026, 0.013, -0.006, 0.000, 0.016, 0.036, -0.057, 0.027, 0.006, 0.006, -0.001, 0.000, 0.000, 0.000, 0.000, 0.000, 0.000, 0.000, 0.000, 0.000, 0.006, 0.006, 0.000, 0.002, 0.000, 0.000, 0.000, 0.000, 0.000, 0.000, 0.000]
}